Entry 1:
Formula: C5H29NO10
Source: the Open Molecules 2025 dataset
Level of theory: the ωB97M-V functional and the def2-TZVPD basis

Geometry as XYZ:
```
45
Properties=species:S:1:pos:R:3:forces:R:3:nbo_charge:R:1
C -2.015 -3.116 -1.428 0.766 0.089 0.813 -0.616
C -1.494 -1.674 -1.092 -0.580 -1.643 0.150 -0.215
C -1.675 -0.791 -2.363 -0.646 -3.315 0.106 -0.614
C -0.014 -1.866 -0.691 -0.093 0.414 -0.985 -0.244
N 0.141 -2.221 0.714 -1.185 0.166 -0.067 -0.592
C 1.312 -2.324 1.347 2.009 -1.705 -2.008 0.523
O 2.355 -2.302 0.656 -0.743 0.570 1.242 -0.685
H -3.071 -3.199 -1.290 -0.870 0.031 -0.345 0.206
H -1.700 -3.418 -2.412 -0.135 0.059 -0.666 0.209
H -1.597 -3.920 -0.796 0.070 0.533 0.192 0.203
H -2.144 -1.363 -0.233 0.843 0.371 -0.566 0.198
H -1.491 0.231 -2.198 0.430 1.207 -0.182 0.227
H -2.679 -1.014 -2.759 -0.082 0.705 0.474 0.211
H -1.111 -1.324 -3.158 0.516 0.995 0.366 0.212
H 0.502 -0.959 -0.956 0.373 0.634 0.320 0.193
H 0.453 -2.572 -1.402 -0.327 -0.077 0.587 0.235
H -0.732 -2.563 1.074 0.103 0.200 0.934 0.408
H 1.423 -2.647 2.403 -0.850 0.580 -0.312 0.156
O 0.468 2.540 -2.712 -0.422 0.588 -0.138 -0.961
H -0.010 2.891 -3.476 0.167 -0.273 0.027 0.477
H 0.628 3.325 -2.169 0.252 -0.224 0.259 0.496
O 2.016 0.627 0.491 -0.288 0.688 0.521 -0.977
H 2.925 0.756 0.202 -0.116 -0.558 -0.310 0.486
H 1.647 -0.144 0.040 0.701 0.285 -0.054 0.488
O 0.329 1.482 4.393 -0.749 1.225 0.589 -0.972
H 0.989 1.598 3.709 0.034 -0.955 -0.129 0.494
H 0.060 0.591 4.609 0.709 -0.394 -0.501 0.480
O -4.445 2.009 1.640 0.121 -1.003 -0.671 -0.923
H -3.587 1.739 1.281 0.259 0.692 0.124 0.462
H -5.006 1.397 1.133 -0.297 0.448 0.363 0.465
O 2.487 -3.066 -2.049 0.048 -0.156 0.027 -0.981
H 3.290 -2.610 -2.318 0.038 -0.023 0.080 0.469
H 2.463 -2.983 -1.075 0.177 0.223 -0.262 0.499
O 1.466 3.619 -0.048 0.054 1.240 -0.489 -1.008
H 0.494 3.639 0.044 0.590 -0.782 0.072 0.485
H 1.853 2.775 0.186 -0.632 -0.636 0.063 0.499
O -2.209 -0.149 2.679 0.644 -0.913 -0.005 -0.964
H -2.978 0.230 2.261 -0.183 0.497 0.468 0.471
H -1.783 0.468 3.284 -0.449 0.384 -0.347 0.487
O 2.580 0.713 -2.643 1.249 -0.095 0.722 -1.001
H 1.934 1.427 -2.549 -0.488 -0.588 -0.713 0.509
H 2.344 -0.021 -3.212 -0.678 0.451 -0.043 0.477
O -1.054 3.656 1.013 -0.070 0.144 0.014 -0.943
H -1.500 4.507 0.944 -0.082 -0.036 0.055 0.481
H -0.314 3.817 1.614 -0.189 -0.041 0.228 0.486
```
Positions in Å, forces in eV/Å.

Output
- Highest occupied orbital energy: -9.89 eV
- Kohn-Sham gap: 9.981 eV

Entry 2:
Formula: C5H25NO6S2
Source: the Open Molecules 2025 dataset
Level of theory: the ωB97M-V functional and the def2-TZVPD basis

Geometry as XYZ:
```
39
Properties=species:S:1:pos:R:3:forces:R:3:nbo_charge:R:1
C 1.974 1.726 0.946 -0.463 -2.203 0.674 -0.630
C 0.880 2.050 -0.146 -0.018 1.381 2.395 -0.414
C 1.583 2.358 -1.476 -2.533 1.110 0.072 -0.564
S 2.577 1.003 -2.251 0.561 0.429 -0.411 0.075
S 2.329 -0.918 -1.536 -0.960 1.424 -0.111 0.070
C 0.677 -1.527 -2.078 -1.040 -0.442 -0.486 -0.575
C 0.103 -2.188 -0.810 1.661 -1.312 -0.804 -0.211
N -0.861 -3.258 -0.921 -1.030 4.886 4.171 -0.834
H 2.270 0.643 0.855 0.053 1.003 -0.342 0.195
H 1.679 1.729 2.028 -0.467 0.529 -0.989 0.206
H 2.885 2.318 0.901 -0.056 0.239 -0.432 0.210
H 0.384 3.076 0.340 0.696 -2.660 -1.845 0.217
H 0.131 1.206 -0.262 0.730 1.130 0.400 0.217
H 0.747 2.610 -2.241 1.514 -0.352 1.137 0.235
H 2.101 3.336 -1.227 0.362 -1.434 -0.949 0.234
H -0.158 -0.879 -2.396 1.157 0.618 -0.298 0.274
H 0.882 -2.243 -2.904 -0.276 0.213 0.657 0.210
H 1.034 -2.533 -0.363 -0.492 -0.694 0.709 0.179
H -0.282 -1.446 -0.149 0.477 0.627 -0.195 0.166
H -0.614 -3.950 -1.449 1.669 -4.892 -3.887 0.350
H -1.789 -2.937 -1.071 -0.582 0.136 -0.399 0.368
O -2.178 -0.988 0.610 -2.401 2.149 1.276 -0.958
H -1.399 -1.453 0.780 1.564 -1.251 0.892 0.471
H -2.159 -0.143 1.160 -0.222 -1.084 -0.913 0.511
O -2.304 -0.476 -1.831 4.119 2.071 0.923 -0.988
H -3.027 -0.783 -2.236 -4.290 -1.689 -2.563 0.456
H -2.379 -0.714 -0.900 0.003 0.063 0.712 0.487
O 1.489 -1.943 1.858 -0.330 1.159 -0.181 -0.930
H 2.320 -1.486 1.779 0.408 0.962 -0.371 0.487
H 1.803 -2.779 2.104 0.197 -2.426 0.631 0.480
O -2.221 2.977 -1.426 0.950 -0.631 1.319 -0.964
H -2.085 2.152 -1.938 -0.096 0.449 0.718 0.486
H -1.793 2.827 -0.522 -0.899 0.015 -1.971 0.480
O -1.761 1.399 1.917 -3.363 2.673 1.845 -0.963
H -2.292 1.724 2.762 1.474 -0.909 -2.858 0.483
H -1.205 0.761 2.304 2.052 -1.507 1.184 0.493
O -0.080 -0.321 3.170 -2.703 -0.021 -1.325 -0.997
H 0.359 0.128 3.843 1.532 0.655 1.569 0.481
H 0.378 -1.061 2.779 1.045 -0.414 0.046 0.511
```
Positions in Å, forces in eV/Å.

Output
- Highest occupied orbital energy: -8.42 eV
- Kohn-Sham gap: 8.448 eV